Arrangement i

# CH5INO

The ion CH5INO with charge +1 (ωB97M-V/def2-TZVPD, the OMol25 dataset).

Results
- SMILES = [NH3+][C@H](O)I
- Kohn-Sham gap (eV) = 9.949
- total charge = +1
- HOMO energy (Ha) = -0.5356

Each line ends with the Löwdin charge.
Cartesian coordinates (Å):
N1 0.6687 0.8500 -0.1784  0.229
C1 -0.2641 -0.3577 0.3675  -0.711
O1 0.1703 -1.4955 -0.1870  -0.056
I1 -2.3495 0.2433 -0.0966  0.896
H1 0.1391 1.3803 -0.8181  0.095
H2 1.4410 0.3040 -0.4404  0.140
H3 0.8772 1.4694 0.5279  0.124
H4 -0.1420 -0.2624 1.4351  0.093
H5 -0.5407 -2.1314 -0.6102  0.191

Arrangement ii

# CH5INO

A cluster of 2 separate species, CH5INO in total (ωB97M-V/def2-TZVPD, the OMol25 dataset).

Results
- Kohn-Sham gap (spin up / spin down) (eV) = 8.702 / 9.103
- total charge = +1
- HOMO energy (spin up / spin down) (Ha) = -0.5219 / -0.4930

Each line ends with the Löwdin charge.
Cartesian coordinates (Å):
C1 -0.6449 -0.4126 -0.0756  -0.749
N1 0.1421 0.7152 -0.7351  0.210
O1 -0.2537 -1.6070 -0.4525  -0.009
I1 -2.7992 -0.0598 -0.2124  0.853
H1 -0.8700 0.4426 2.8777  0.086
H2 -0.2956 0.7773 -1.6044  0.109
H3 1.0361 0.2995 -0.6696  0.150
H4 -0.1022 1.6089 -0.2459  0.186
H5 -0.6228 -2.4121 -0.0206  0.165

We find arrangement i to be the most stable, with the next structure 4.349 eV higher.

Arrangement i

# C24H44ClGeO6PmSe

A structure of composition C24H44ClGeO6PmSe (ωB97M-V/def2-TZVPD, the OMol25 dataset).

Results
- Kohn-Sham gap (spin up / spin down) (eV) = 7.559 / 7.852
- total charge = +2
- HOMO energy (spin up / spin down) (Ha) = -0.4647 / -0.4664
- multiplicity = 5

Each line ends with the Löwdin charge.
Cartesian coordinates (Å):
Pm1 0.3146 -1.0146 -0.3863  1.781
C1 3.7975 -0.8361 0.4719  -0.101
C2 3.7287 -0.1948 -0.9043  -0.129
O1 2.5748 -0.8189 -1.4543  -0.291
C3 2.5104 -0.8050 -2.9102  -0.112
C4 1.7584 0.4590 -3.2427  -0.074
O2 0.4074 0.1475 -2.7005  -0.264
C5 -0.7247 0.9693 -3.0041  -0.182
C6 -1.9863 0.1605 -2.8383  -0.143
O3 -1.9766 -0.4399 -1.5387  -0.260
C7 -3.0658 -1.4146 -1.4156  -0.133
C8 -3.2280 -1.5414 0.0452  -0.172
O4 -1.9552 -1.9647 0.5235  -0.237
C9 -1.9977 -2.3008 1.9278  -0.110
C10 -1.2377 -1.2510 2.7433  -0.109
O5 0.0924 -1.2097 2.2190  -0.256
C11 1.0805 -0.4102 2.8268  -0.183
C12 2.3564 -0.9297 2.3585  -0.173
O6 2.5205 -0.4762 1.0365  -0.224
H1 4.5831 -0.4966 1.1056  0.144
H2 3.8239 -1.9043 0.3103  0.114
H3 4.6937 -0.3983 -1.3687  0.155
H4 3.5441 0.8665 -0.7664  0.134
H5 1.9184 -1.6112 -3.2362  0.092
H6 3.5724 -0.6706 -3.1990  0.159
H7 1.7176 0.6055 -4.3102  0.147
H8 2.2451 1.2588 -2.7007  0.132
H9 -0.6534 1.4123 -3.9198  0.112
H10 -0.7046 1.8234 -2.2998  0.075
H11 -1.9263 -0.6775 -3.5487  0.151
H12 -2.8818 0.8035 -3.0363  0.160
H13 -2.9620 -2.3992 -1.8884  0.156
H14 -3.9751 -0.9832 -1.7625  0.136
H15 -4.0670 -2.2978 0.1574  0.174
H16 -3.5626 -0.6612 0.5922  0.143
H17 -1.5581 -3.2718 2.0328  0.131
H18 -2.9551 -2.3029 2.3478  0.125
H19 -1.2414 -1.4909 3.7906  0.144
H20 -1.6075 -0.2285 2.6459  0.126
H21 1.0325 -0.5762 3.8826  0.149
H22 1.0012 0.6350 2.6626  0.103
H23 2.3378 -2.0368 2.3861  0.133
H24 3.2149 -0.6773 2.8922  0.133
C13 -3.7690 3.5398 -0.6617  -0.178
Ge1 -2.5909 4.2731 0.8621  0.822
C14 -1.2902 5.5963 0.1795  -0.195
C15 -3.8839 4.9172 2.2298  -0.216
C16 -1.7288 2.6031 1.4989  -0.579
Se1 -0.2794 1.9733 0.3671  0.885
C17 1.0368 3.2239 1.0066  -0.350
H25 -3.4844 2.5406 -1.1484  0.031
H26 -3.7119 4.3899 -1.3175  0.004
H27 -4.7039 3.5467 -0.1987  -0.022
H28 -1.8111 6.5419 0.1506  0.028
H29 -1.0310 5.3054 -0.8008  0.009
H30 -0.5145 5.8085 0.8722  0.009
H31 -4.0785 6.0289 2.0160  0.056
H32 -3.2789 4.7922 3.1243  -0.001
H33 -4.8415 4.3063 2.3344  0.052
H34 -2.5223 1.8807 1.4585  -0.004
H35 -1.2748 2.5679 2.4953  0.024
H36 1.0403 4.0071 0.2879  -0.001
H37 2.1006 2.7774 0.9481  0.068
H38 0.7914 3.5459 1.9924  0.032
Cl1 4.7922 -4.7611 1.8966  0.705
C18 3.3949 -4.4494 0.9094  -0.674
C19 3.6833 -4.3118 -0.4590  -0.109
C20 2.7059 -3.9530 -1.3395  -0.061
C21 1.4072 -3.7006 -0.9652  -0.335
C22 0.4084 -2.9793 -1.7549  -0.255
C23 1.1151 -3.8249 0.4489  -0.069
C24 2.1082 -4.2707 1.3490  -0.096
H39 4.7025 -4.5531 -0.7445  0.115
H40 2.9887 -3.8660 -2.3952  0.135
H41 -0.6036 -3.3419 -1.5120  0.055
H42 0.5446 -3.0354 -2.8515  0.074
H43 0.1124 -3.6558 0.8061  0.075
H44 1.9067 -4.3122 2.3886  0.108

Arrangement ii

# C24H44ClGeO6PmSe

A structure of composition C24H44ClGeO6PmSe (ωB97M-V/def2-TZVPD, the OMol25 dataset).

Results
- Kohn-Sham gap (spin up / spin down) (eV) = 7.008 / 7.180
- total charge = +2
- HOMO energy (spin up / spin down) (Ha) = -0.4413 / -0.4391
- multiplicity = 5

Each line ends with the Löwdin charge.
Cartesian coordinates (Å):
Pm1 8.8351 8.4153 12.7480  1.768
C1 7.9031 5.4617 14.2786  -0.079
C2 9.3883 5.4459 14.6406  -0.100
O1 9.8071 6.8382 14.6404  -0.244
C3 11.2171 6.8679 14.8563  -0.151
C4 11.5626 8.3365 15.0887  -0.172
O2 11.0903 9.1755 14.0681  -0.217
C5 10.9506 10.5381 14.5322  -0.148
C6 9.6467 10.8384 15.2285  -0.135
O3 8.6218 10.2516 14.3874  -0.300
C7 7.2513 10.7470 14.8226  -0.098
C8 6.3516 10.8808 13.6865  -0.157
O4 6.3268 9.5807 13.0922  -0.199
C9 5.3919 9.3269 12.0810  -0.167
C10 6.1864 8.9868 10.8268  -0.149
O5 7.1241 7.9769 11.1693  -0.304
C11 6.7154 6.6024 10.9830  -0.124
C12 6.6490 5.9789 12.3183  -0.174
O6 7.7781 6.2970 13.0937  -0.291
H1 7.3157 5.8632 15.0544  0.127
H2 7.5213 4.4615 14.1258  0.146
H3 10.0044 4.9270 13.8901  0.152
H4 9.5650 5.0989 15.5972  0.119
H5 11.7109 6.3976 13.9629  0.142
H6 11.5506 6.3076 15.7718  0.162
H7 12.6652 8.4476 15.1323  0.156
H8 11.2410 8.7017 16.0640  0.137
H9 11.1014 11.1313 13.6712  0.088
H10 11.8472 10.6972 15.1080  0.145
H11 9.5401 11.9517 15.2959  0.156
H12 9.6028 10.5269 16.2681  0.140
H13 7.3915 11.6703 15.3609  0.139
H14 6.8264 10.0532 15.5222  0.140
H15 6.6225 11.6692 13.0027  0.144
H16 5.3768 11.1169 14.1567  0.166
H17 4.7225 10.1709 11.8854  0.146
H18 4.5923 8.5465 12.2557  0.157
H19 6.7784 9.8558 10.5280  0.099
H20 5.5301 8.7286 9.9497  0.170
H21 7.5273 6.1929 10.3664  0.124
H22 5.7980 6.3971 10.5040  0.144
H23 6.5535 4.8958 12.1692  0.160
H24 5.7405 6.3111 12.8355  0.149
C13 12.8126 11.8180 10.1630  -0.199
Ge1 11.6361 13.2129 10.8108  0.704
C14 12.3987 14.4433 12.0367  -0.194
C15 11.0270 14.1591 9.2353  -0.206
C16 9.9780 12.6076 11.5890  -0.609
Se1 9.5939 10.8354 11.0559  0.863
C17 9.3464 10.9998 9.1040  -0.282
H25 13.4755 11.3759 10.9364  0.044
H26 13.3523 12.4568 9.4702  0.027
H27 12.4278 11.0057 9.5180  0.003
H28 13.2165 14.0454 12.5969  0.020
H29 11.6891 14.8001 12.8101  0.048
H30 12.7590 15.2411 11.4632  0.009
H31 11.8398 14.7568 8.9281  0.007
H32 10.1936 14.8745 9.3602  0.048
H33 10.8327 13.4926 8.3733  0.036
H34 9.1478 13.2428 11.2292  0.046
H35 10.0033 12.5959 12.6707  -0.004
H36 8.9587 11.9870 8.9647  0.023
H37 8.5430 10.2534 8.7823  0.060
H38 10.2953 10.8152 8.6642  0.001
Cl1 11.8822 8.8815 5.8589  0.690
C18 11.3480 8.3807 7.4326  -0.672
C19 10.0551 7.9255 7.7157  -0.108
C20 9.7189 7.4424 8.9679  -0.091
C21 10.5425 7.3495 10.0586  -0.338
C22 10.1899 6.8501 11.4005  -0.230
C23 11.8211 7.8939 9.7940  -0.047
C24 12.1705 8.4785 8.5764  -0.113
H39 9.3237 7.9541 6.9267  0.110
H40 8.7162 7.0453 9.0783  0.092
H41 11.0492 6.5818 11.9761  0.025
H42 9.4589 6.0167 11.4359  0.050
H43 12.5564 7.8428 10.5440  0.099
H44 13.2259 8.7681 8.4744  0.118

We find arrangement ii to be the most stable, with the next structure 0.094 eV higher.

Arrangement i

# C2H5N2O2

A cluster of 2 separate species, C2H5N2O2 in total (ωB97M-V/def2-TZVPD, the OMol25 dataset).

Results
- Kohn-Sham gap (eV) = 8.158
- total charge = -1
- HOMO energy (Ha) = -0.1572

Each line ends with the Löwdin charge.
Cartesian coordinates (Å):
N1 -0.3997 -0.1871 0.6570  0.045
C1 -0.9264 -0.7583 1.8109  -0.408
N2 -1.1527 -0.2684 2.9514  0.047
H1 0.5237 -0.2580 0.2473  0.055
H2 -1.0009 -0.2938 -0.1523  0.050
H3 -1.3869 -1.7354 1.5237  0.096
H4 -1.8541 -0.8238 3.4251  0.014
O1 -0.2408 0.2590 -2.0300  -0.156
C2 1.0081 0.3068 -2.1111  -0.699
O2 1.8377 0.8984 -1.4050  -0.127
H5 1.4565 -0.3150 -2.9403  0.083

Arrangement ii

# C2H5N2O2

A cluster of 2 separate species, C2H5N2O2 in total (ωB97M-V/def2-TZVPD, the OMol25 dataset).

Results
- Kohn-Sham gap (eV) = 8.696
- total charge = -1
- HOMO energy (Ha) = -0.1570

Each line ends with the Löwdin charge.
Cartesian coordinates (Å):
N1 -0.2989 -1.2161 0.4991  0.085
C1 -1.2690 -0.3633 0.1320  -0.397
N2 -2.5083 -0.7122 0.2601  -0.009
H1 -0.6407 -2.1589 0.5840  0.077
H2 0.6683 -1.1879 0.2031  0.059
H3 -0.9979 0.5970 -0.3209  0.100
H4 -3.1019 -0.1250 -0.3161  -0.006
O1 1.1384 1.5844 -1.0993  -0.136
C2 1.9977 1.2678 -0.2616  -0.701
O2 2.4921 0.1733 0.0953  -0.153
H5 2.5202 2.1409 0.2242  0.081

We find arrangement ii to be the most stable, with the next structure 0.993 eV higher.

Arrangement i

# C4H4ClN3

The molecule C4H4ClN3 (ωB97M-V/def2-TZVPD, the OMol25 dataset).

Results
- SMILES = Nc1cc(Cl)ncn1
- Kohn-Sham gap (eV) = 10.183
- HOMO energy (Ha) = -0.3437

Each line ends with the Löwdin charge.
Cartesian coordinates (Å):
N1 1.7791 -1.1375 -0.0701  0.126
C1 0.7035 -0.3038 -0.0137  -0.393
C2 -0.6077 -0.8200 -0.0314  -0.039
C3 -1.6276 0.1362 -0.0171  -0.752
Cl1 -3.2603 -0.3843 -0.0132  0.696
N2 -1.3904 1.4523 -0.0116  0.051
C4 -0.1030 1.7995 -0.0232  -0.217
N3 0.9371 1.0121 0.0036  0.118
H1 2.6672 -0.6552 0.0935  0.111
H2 1.6877 -2.1112 0.2069  0.108
H3 -0.8492 -1.8432 -0.0608  0.086
H4 0.0638 2.8552 -0.0630  0.104

Arrangement ii

# C4H4ClN3

The molecule C4H4ClN3 (ωB97M-V/def2-TZVPD, the OMol25 dataset).

Results
- SMILES = Cc1nc2n(n1)[C@@H]2Cl
- Kohn-Sham gap (eV) = 9.413
- HOMO energy (Ha) = -0.3570

Each line ends with the Löwdin charge.
Cartesian coordinates (Å):
C1 -1.3083 0.1400 -0.2623  -0.062
C2 0.0727 -0.1030 -0.1060  -0.468
N1 0.7215 -0.7254 -1.0643  0.156
C3 1.9575 -1.2555 -0.3504  -0.122
N2 1.8931 -0.6966 0.8821  -0.092
N3 0.8697 0.0932 1.0066  0.109
C4 3.1893 -0.7445 0.2134  -0.558
Cl1 4.0761 0.6939 -0.2849  0.648
H1 -1.8997 0.1413 0.6956  0.097
H2 -1.7277 1.0573 -0.7676  0.100
H3 -1.7405 -0.6956 -0.8840  0.101
H4 3.7735 -1.4238 0.7988  0.091

We find arrangement i to be the most stable, with the next structure 5.353 eV higher.